8
Properties=species:S:1:pos:R:3 method="wB97M-V/def2-TZVPD" total_charge=-1 homo_energy_ev=-6.151 orbital_gap_ev=8.82 energy_ha=-912.32130 e_lumo_ev=2.67 relative_energy_kcal_mol=15.5
C -0.493 -0.900 0.317
O -0.389 0.193 -0.422
O -0.715 -0.989 1.532
O -0.273 3.088 0.134
O 1.792 1.880 -0.247
O -0.307 -1.955 -0.563
F -0.044 -3.405 -0.101
S 0.429 2.088 -0.651